{
  "formula": "CHCl2NS2",
  "method": "ωB97M-V with the def2-TZVPD basis set",
  "largest_force_ha_per_bohr": 0.0701,
  "gap_ev": [7.9263, 5.9310],
  "mol_weight_da": 162.1,
  "multiplicity": 1,
  "lumo_energy_ev": [-0.826, -1.487],
  "symbols": ["C", "N", "S", "S", "Cl", "Cl", "H"],
  "coordinates": [[1.2396, 1.0918, 0.3952], [3.5802, -0.8078, -0.8392], [2.4945, 1.9581, 0.6844], [0.6682, -0.2696, -0.3641], [3.6593, -1.7300, 0.6451], [4.3182, 0.6616, -0.6435], [-0.5762, 0.0736, 0.3910]],
  "lowdin_charge": [-1.16, -0.98, 0.66, 0.70, 0.36, 0.44, -0.03]
}

---

{
  "formula": "CHCl2O2P",
  "method": "ωB97M-V with the def2-TZVPD basis set",
  "largest_force_ha_per_bohr": 0.0541,
  "gap_ev": [6.4899, 6.4901],
  "mol_weight_da": 146.9,
  "multiplicity": 1,
  "lumo_energy_ev": [-0.697, -0.697],
  "symbols": ["C", "O", "O", "P", "Cl", "Cl", "H"],
  "coordinates": [[-1.3940, 1.9614, 0.5690], [-1.7841, 0.9338, 0.8678], [-1.0867, 3.0193, 0.3033], [-0.0763, -0.9225, 0.1855], [2.0635, -1.8712, -0.2824], [-0.3491, -0.0273, -1.5575], [2.6267, -3.0935, -0.0857]],
  "lowdin_charge": [-0.53, 0.05, 0.24, 0.08, 0.23, 0.04, -0.10]
}

---

{
  "formula": "CHCl2O2P",
  "method": "ωB97M-V with the def2-TZVPD basis set",
  "largest_force_ha_per_bohr": 0.0504,
  "gap_ev": [7.6176, 7.7795],
  "mol_weight_da": 146.9,
  "multiplicity": 1,
  "lumo_energy_ev": [-0.889, -1.178],
  "symbols": ["C", "O", "O", "P", "Cl", "Cl", "H"],
  "coordinates": [[-0.1653, -0.3104, 1.0752], [-1.1042, 1.7676, -1.9562], [-1.7707, 0.5289, -2.3347], [-0.1682, 0.5395, -2.3875], [-1.6170, -1.1374, 1.3280], [-0.2780, 1.1485, 1.9771], [0.1825, 0.0036, -0.0068]],
  "lowdin_charge": [-1.08, -0.38, -0.38, 0.86, 0.54, 0.50, -0.06]
}

---

Repeat the first record exactly.
{
  "formula": "CHCl2NS2",
  "method": "ωB97M-V with the def2-TZVPD basis set",
  "largest_force_ha_per_bohr": 0.0701,
  "gap_ev": [7.9263, 5.9310],
  "mol_weight_da": 162.1,
  "multiplicity": 1,
  "lumo_energy_ev": [-0.826, -1.487],
  "symbols": ["C", "N", "S", "S", "Cl", "Cl", "H"],
  "coordinates": [[1.2396, 1.0918, 0.3952], [3.5802, -0.8078, -0.8392], [2.4945, 1.9581, 0.6844], [0.6682, -0.2696, -0.3641], [3.6593, -1.7300, 0.6451], [4.3182, 0.6616, -0.6435], [-0.5762, 0.0736, 0.3910]],
  "lowdin_charge": [-1.16, -0.98, 0.66, 0.70, 0.36, 0.44, -0.03]
}